12
Properties=species:S:1:pos:R:3 method="wB97M-V/def2-TZVPD" homo_lumo_gap_ha="0.31616 / 0.31612" fmax_ev_per_a=3.475 homo_ev="-15.396 / -15.397" total_charge=+1
N -0.25659 -0.79512 0.22067
C -0.56912 0.45792 -1.94677
C 0.86644 0.00139 2.00160
C -0.03272 0.29716 -0.61012
C 0.69388 0.85473 0.30914
C 0.07454 -1.06909 1.42453
H -0.23055 -2.00826 1.86122
H 0.02040 1.16353 -2.52407
H -0.58486 -0.50393 -2.45867
H 0.39776 0.69765 2.69499
H 1.92450 -0.16023 2.17733
H -1.59548 0.82296 -1.86558